# 1
{"formula": "C15H16ClNO4", "method": "wB97M-V/def2-TZVPD", "orbital_gap_ev": 9.703, "e_above_lowest_kcal_mol": 21.4, "spin_multiplicity": 1, "total_charge": 0, "smiles": "C=CCc1cccc(Cl)c1OCCON1C(=O)CCC1=O", "symbols": ["C", "C", "C", "C", "C", "C", "C", "C", "Cl", "C", "O", "C", "C", "O", "N", "C", "O", "C", "C", "C", "O", "H", "H", "H", "H", "H", "H", "H", "H", "H", "H", "H", "H", "H", "H", "H", "H"], "positions_angstrom": [[-1.973, -2.968, 2.137], [-1.131, -3.310, 1.182], [0.028, -2.486, 0.690], [0.071, -1.112, 1.289], [0.909, -0.828, 2.355], [0.914, 0.426, 2.943], [0.032, 1.392, 2.497], [-0.832, 1.116, 1.448], [-2.000, 2.333, 1.044], [-0.794, -0.119, 0.796], [-1.601, -0.488, -0.240], [-1.819, 0.379, -1.343], [-1.137, -0.188, -2.600], [0.097, 0.445, -2.909], [1.076, 0.307, -1.937], [1.413, 1.350, -1.089], [0.834, 2.397, -1.023], [2.616, 0.889, -0.299], [2.880, -0.544, -0.750], [1.842, -0.837, -1.811], [1.671, -1.851, -2.428], [-2.778, -3.617, 2.435], [-1.901, -2.027, 2.657], [-1.233, -4.263, 0.681], [0.952, -3.025, 0.923], [-0.050, -2.422, -0.398], [1.564, -1.601, 2.730], [1.581, 0.643, 3.763], [-0.012, 2.359, 2.970], [-2.900, 0.423, -1.501], [-1.440, 1.388, -1.170], [-1.734, 0.015, -3.489], [-1.000, -1.270, -2.492], [3.449, 1.561, -0.511], [2.393, 0.966, 0.765], [2.773, -1.264, 0.061], [3.871, -0.682, -1.183]], "mulliken_charge": [-0.827, -0.382, -0.886, 0.677, -0.326, -0.986, -0.357, 0.454, -0.224, 0.365, -0.462, -0.544, -0.493, -0.386, 0.315, 0.334, -0.565, -0.314, -0.372, 0.420, -0.597, 0.294, 0.266, 0.364, 0.525, 0.064, 0.439, 0.391, 0.447, 0.448, 0.278, 0.401, 0.259, 0.419, 0.027, 0.127, 0.407]}



# 2
{"formula": "C15H16FN3O4", "method": "wB97M-V/def2-TZVPD", "orbital_gap_ev": 9.126, "e_above_lowest_kcal_mol": 0.0, "spin_multiplicity": 1, "total_charge": 0, "smiles": "O=C(O)CCCn1cc(NC(=O)COc2ccc(F)cc2)cn1", "symbols": ["O", "C", "O", "C", "C", "C", "N", "C", "C", "N", "C", "O", "C", "O", "C", "C", "C", "C", "F", "C", "C", "C", "N", "H", "H", "H", "H", "H", "H", "H", "H", "H", "H", "H", "H", "H", "H", "H", "H"], "positions_angstrom": [[5.210, 2.718, -0.003], [4.223, 2.298, 0.536], [3.405, 3.078, 1.254], [3.748, 0.866, 0.521], [4.449, 0.054, -0.564], [4.094, -1.434, -0.493], [2.696, -1.657, -0.744], [1.707, -1.750, 0.169], [0.533, -1.891, -0.545], [-0.767, -2.030, -0.065], [-1.123, -2.000, 1.237], [-0.356, -1.876, 2.168], [-2.635, -2.164, 1.443], [-3.413, -1.706, 0.359], [-3.489, -0.357, 0.139], [-4.372, 0.039, -0.867], [-4.523, 1.373, -1.181], [-3.783, 2.311, -0.482], [-3.925, 3.619, -0.785], [-2.901, 1.941, 0.513], [-2.751, 0.600, 0.826], [0.928, -1.864, -1.893], [2.236, -1.720, -1.985], [3.730, 3.992, 1.269], [3.961, 0.450, 1.509], [2.665, 0.865, 0.391], [4.167, 0.437, -1.546], [5.527, 0.170, -0.457], [4.338, -1.839, 0.492], [4.656, -1.975, -1.258], [1.875, -1.726, 1.225], [-1.496, -2.137, -0.758], [-2.856, -3.233, 1.525], [-2.920, -1.679, 2.384], [-4.934, -0.720, -1.387], [-5.203, 1.691, -1.955], [-2.335, 2.694, 1.038], [-2.053, 0.321, 1.599], [0.321, -1.948, -2.772]], "mulliken_charge": [-0.566, 0.361, -0.424, -0.301, -0.386, -0.969, 0.896, -0.339, 0.466, -0.056, 0.560, -0.661, -0.595, -0.550, 0.521, -0.543, -0.459, 0.304, -0.329, -0.698, -0.170, -0.807, -1.119, 0.355, 0.255, 0.263, 0.335, 0.346, 0.364, 0.319, 0.564, 0.195, 0.337, 0.400, 0.409, 0.423, 0.433, 0.396, 0.471]}